[1]
DFT (the ωB97M-V functional and the def2-TZVPD basis) results for a cluster of 2 separate species, C21H19BrN3O6 in total.

XYZ file:
```
50
Properties=species:S:1:pos:R:3:forces:R:3
C 4.4729 2.8973 -1.5363 0.275 -0.058 -0.225
C 3.2736 3.2761 -0.7163 0.124 -0.254 -0.017
O 2.1210 2.5303 -1.2404 -0.212 1.022 1.073
C 1.0130 2.8924 -0.5534 0.216 -0.105 0.014
O 1.0006 3.7086 0.3516 -0.237 -0.974 -1.068
N -0.1174 2.2160 -1.0396 -0.112 0.339 0.280
C -1.4346 2.5880 -0.6782 0.168 -0.312 0.239
C -1.8632 3.3793 0.3796 -0.379 0.229 0.383
C -3.2379 3.4351 0.6434 0.242 -0.368 -0.731
C -4.1419 2.7230 -0.1736 0.234 -0.163 -0.190
C -3.6865 1.9518 -1.2476 -0.202 0.376 0.410
Br -4.8703 0.9088 -2.3007 -0.130 0.233 0.395
C -2.3234 1.8955 -1.5097 0.374 -0.281 -0.556
C -1.4908 1.1343 -2.4316 0.539 0.298 0.850
N -1.9172 0.4529 -3.6173 -0.587 -1.859 -2.132
O -2.6290 1.0919 -4.4205 1.087 -0.524 1.372
O -1.5585 -0.7198 -3.8168 -0.382 2.257 0.684
C -0.1836 1.2722 -2.0724 -0.707 0.586 -0.433
H 5.3630 3.3632 -1.1140 0.005 0.061 0.090
H 4.6451 1.8203 -1.5480 -0.133 0.026 -0.006
H 4.3841 3.2574 -2.5620 -0.077 -0.113 -0.011
H 3.4099 3.0200 0.3440 -0.147 0.002 -0.343
H 3.0772 4.3553 -0.7744 -0.121 -0.365 -0.029
H -1.1226 3.9078 0.9694 -0.314 -0.135 0.039
H -3.6303 4.0050 1.4870 0.226 -0.115 -0.288
H -5.2072 2.7489 0.0363 0.170 -0.007 -0.013
H 0.6854 0.8569 -2.5586 0.062 -0.022 0.229
C -1.7806 -4.4728 3.6730 0.064 0.196 -0.095
C -2.2352 -3.7906 2.5353 0.532 0.045 0.108
C -1.3724 -2.9282 1.8490 -0.359 -0.103 0.234
C -0.0888 -2.6857 2.3410 0.451 -0.031 0.093
C 0.8301 -1.7318 1.6109 0.135 -0.071 -0.276
C 1.3337 -2.3663 0.3266 0.045 -0.124 -1.370
C 2.3800 -1.6171 -0.5060 0.130 0.675 0.345
O 2.0599 -1.8906 -1.8685 1.124 -0.175 0.109
C 0.8188 -2.5673 -1.8765 -1.130 0.183 2.286
O 0.4688 -3.1497 -2.8860 0.068 0.676 0.256
N 0.2411 -2.3960 -0.6242 0.148 -1.687 -1.658
C 0.3773 -3.3913 3.4590 -0.477 0.148 -0.253
C -0.4684 -4.2841 4.1196 -0.012 0.008 -0.058
H -2.4475 -5.1484 4.2121 0.182 0.155 -0.156
H -3.2516 -3.9312 2.1722 0.191 -0.068 0.066
H -1.6559 -2.4564 0.9046 0.045 -0.118 0.386
H 0.2719 -0.8530 1.2663 0.120 0.063 0.315
H 1.6763 -1.4397 2.2372 -0.069 0.094 0.223
H 1.8114 -3.3580 0.5644 -0.649 0.147 -0.016
H 2.2670 -0.5462 -0.2807 0.105 0.203 -0.275
H 3.4192 -1.9095 -0.3025 -0.134 0.016 -0.130
H 1.4063 -3.2238 3.7874 -0.321 -0.103 0.026
H -0.0931 -4.8309 4.9860 -0.171 0.096 -0.178
```
Positions in Å, forces in eV/Å.

Kohn-Sham gap, eV: 5.665
E_HOMO, eV: -3.466
LUMO, eV: 2.20
Net charge: -1


[2]
DFT (the ωB97M-V functional and the def2-TZVPD basis) results for a structure of composition C41H45F5Ge2OS4SbSe2Tc.

XYZ file:
```
102
Properties=species:S:1:pos:R:3:forces:R:3
Tc 0.0808 -0.1229 -0.4571 -1.212 0.197 0.095
O -0.3190 7.0839 -1.0804 -0.065 -0.412 -0.037
C -0.4342 5.8795 -1.2148 0.091 0.386 0.016
S -0.2019 5.0332 -2.7433 0.017 -0.011 0.052
C -0.5781 3.4163 -2.1611 0.017 -0.043 0.060
C -0.8445 3.2745 -0.8467 0.037 0.064 -0.126
S -1.2198 1.8517 0.0849 0.093 0.118 0.211
S -0.8283 4.7671 0.0874 0.058 -0.034 0.014
S -0.5941 2.1489 -3.3639 -0.175 0.116 -0.038
C -0.8997 -0.9060 1.1607 -0.271 -0.146 0.360
C -1.6483 -1.2877 2.0533 0.006 -0.116 0.084
C -2.5340 -1.7097 3.0979 0.035 0.079 -0.101
C -3.2284 -2.9257 3.0170 -0.056 0.036 0.072
C -4.1179 -3.3072 4.0127 0.044 0.047 -0.054
C -4.3341 -2.4922 5.1164 0.072 0.061 0.003
C -3.6453 -1.2868 5.2148 0.035 -0.051 -0.087
C -2.7570 -0.8985 4.2225 -0.062 -0.018 -0.039
H -3.0645 -3.5594 2.1553 0.023 -0.027 -0.008
H -4.6526 -4.2459 3.9242 0.026 -0.013 -0.020
H -5.0292 -2.7908 5.8927 0.010 0.005 -0.023
H -3.8115 -0.6416 6.0696 0.029 0.016 -0.005
H -2.2314 0.0470 4.2834 -0.035 -0.048 0.023
Se 0.8729 0.6311 -2.6381 0.448 -0.058 -0.506
F 2.0460 -7.0083 2.4313 0.041 -0.236 0.168
C 1.7818 -5.9503 1.6571 0.046 -0.048 -0.005
C 1.9452 -4.6741 2.1401 -0.019 0.123 0.021
F 2.3763 -4.5034 3.3950 0.042 0.075 0.163
C 1.6752 -3.5867 1.3298 -0.102 -0.337 -0.217
F 1.8592 -2.3984 1.8632 0.049 0.606 0.264
C 1.2518 -3.7166 0.0126 -0.154 -0.018 0.194
Se 0.9683 -2.2849 -1.2228 0.563 -0.297 -0.375
C 1.1044 -5.0245 -0.4330 -0.086 0.038 -0.005
F 0.6853 -5.2687 -1.6825 -0.022 -0.070 -0.139
C 1.3575 -6.1251 0.3612 -0.059 0.003 -0.170
F 1.1926 -7.3686 -0.1150 -0.026 -0.165 -0.095
C -1.9252 -3.5178 -3.3739 -0.128 -0.041 0.035
C -2.8857 -3.1163 -2.2512 0.060 0.087 0.068
C -2.6483 -3.9474 -0.9878 0.006 -0.084 -0.139
Sb -2.6974 -0.9965 -1.7622 0.145 -0.259 0.031
C -4.4272 -0.9762 -0.4146 -0.001 0.170 -0.126
C -5.7299 -1.4976 -1.0205 0.018 -0.050 0.132
C -4.6164 0.4074 0.2116 -0.059 -0.135 0.084
C -3.5581 -0.2448 -3.6365 -0.198 0.003 0.197
C -4.2452 1.1011 -3.3872 0.042 -0.066 -0.076
C -4.4813 -1.2065 -4.3843 0.070 0.094 -0.081
H -2.1446 -4.5390 -3.7184 0.036 0.082 0.027
H -0.8950 -3.4976 -3.0201 0.022 0.024 -0.007
H -1.9903 -2.8504 -4.2398 0.006 -0.056 0.058
H -3.9179 -3.2509 -2.5913 0.040 -0.032 0.023
H -1.6524 -3.7488 -0.5798 -0.049 0.007 0.008
H -2.7078 -5.0224 -1.2138 0.001 0.091 0.036
H -3.3820 -3.7251 -0.2069 0.033 -0.018 -0.063
H -4.1045 -1.6596 0.3772 0.026 0.023 -0.012
H -6.0720 -0.8583 -1.8393 0.003 -0.045 0.067
H -6.5247 -1.5013 -0.2584 0.092 -0.006 -0.080
H -5.6340 -2.5209 -1.4003 -0.010 0.128 0.008
H -4.9263 1.1467 -0.5325 0.026 -0.011 0.029
H -3.6976 0.7666 0.6756 -0.021 -0.004 -0.027
H -5.3936 0.3683 0.9886 0.035 -0.004 -0.080
H -2.6663 -0.0731 -4.2420 0.065 0.060 -0.010
H -5.2078 0.9589 -2.8841 0.065 0.023 -0.028
H -4.4376 1.6197 -4.3355 -0.026 -0.036 0.048
H -3.6333 1.7616 -2.7700 0.020 0.013 -0.015
H -5.3758 -1.4449 -3.8048 0.036 -0.005 -0.029
H -3.9838 -2.1455 -4.6364 -0.067 0.063 0.016
H -4.8146 -0.7457 -5.3264 0.014 -0.040 0.072
C 3.1050 1.3909 4.5086 0.123 -0.002 -0.006
Ge 1.5726 0.6656 3.4775 -0.269 -0.060 0.109
C 1.1025 -1.0185 4.3838 0.049 -0.153 -0.078
C 0.0594 1.8621 3.9364 -0.127 0.037 -0.171
Ge 1.9142 0.6061 1.0360 0.648 0.406 0.285
C 3.6543 -0.3226 0.7336 0.050 -0.157 -0.018
C 4.3957 -0.9071 1.7649 -0.034 0.090 -0.118
C 5.5979 -1.5632 1.5162 -0.073 0.067 -0.009
C 6.0899 -1.6433 0.2199 -0.050 0.054 -0.003
C 5.3634 -1.0786 -0.8226 -0.023 0.012 0.126
C 4.1556 -0.4392 -0.5663 0.108 -0.010 0.103
C 2.4533 2.5225 0.7255 -0.214 0.166 0.008
C 2.2800 3.5058 1.7070 0.073 -0.079 -0.108
C 2.5739 4.8457 1.4694 -0.005 -0.066 0.001
C 3.0302 5.2470 0.2232 0.000 -0.051 -0.043
C 3.2097 4.2913 -0.7706 -0.041 -0.054 0.083
C 2.9314 2.9522 -0.5171 0.032 0.056 0.101
H 2.8512 1.3645 5.5749 0.032 0.006 -0.093
H 3.3108 2.4252 4.2203 0.017 -0.104 0.046
H 4.0169 0.8068 4.3507 -0.096 0.075 0.041
H 0.7688 -0.7918 5.4023 0.054 0.005 -0.067
H 1.9438 -1.7164 4.4300 -0.092 0.060 -0.005
H 0.2844 -1.4973 3.8397 0.098 0.012 0.089
H -0.4987 1.4443 4.7805 0.075 0.031 -0.039
H -0.6118 1.9506 3.0748 0.037 0.008 0.135
H 0.3985 2.8651 4.2106 -0.016 -0.070 -0.012
H 4.0170 -0.8625 2.7823 0.060 -0.035 -0.054
H 6.1486 -2.0121 2.3358 -0.008 -0.001 -0.002
H 7.0306 -2.1455 0.0238 -0.012 -0.014 -0.011
H 5.7347 -1.1451 -1.8383 -0.020 -0.013 -0.030
H 3.5873 -0.0389 -1.3989 -0.021 -0.003 -0.007
H 1.8991 3.2281 2.6824 -0.010 0.076 -0.081
H 2.4203 5.5806 2.2531 -0.018 -0.031 -0.015
H 3.2228 6.2944 0.0188 0.003 -0.029 0.008
H 3.5496 4.5906 -1.7552 0.009 -0.003 -0.010
H 3.0800 2.2342 -1.3123 -0.077 -0.028 -0.068
```
Positions in Å, forces in eV/Å.

2S+1: 3
Kohn-Sham gap (spin up / spin down), eV: 6.272 / 6.232
ΔE to the lowest compared entry with this formula, charge and spin, kcal per mole: 2.0
E_HOMO (spin up / spin down), eV: -2.162 / -2.122
LUMO (spin up / spin down), eV: 4.11 / 4.11
Net charge: -2


[3]
DFT (the ωB97M-V functional and the def2-TZVPD basis) results for a structure of composition C19H15BrCl2CoN3O4.

XYZ file:
```
45
Properties=species:S:1:pos:R:3:forces:R:3
Co -0.2912 -0.1547 0.2699 0.016 0.064 -0.069
O 1.2349 -0.2289 6.1371 -0.004 -0.010 -0.003
C 0.9295 -0.3246 4.8419 0.004 0.022 0.009
C 1.3977 -1.3396 4.0072 0.015 -0.001 -0.012
C 1.0293 -1.3262 2.6828 0.043 -0.022 -0.015
N 0.2279 -0.3880 2.1597 -0.015 0.010 -0.039
C -0.2263 0.5622 2.9814 0.031 0.039 -0.013
Br -1.3958 1.8028 2.1736 -0.010 -0.009 0.032
C 0.0882 0.6549 4.3135 -0.015 -0.019 0.000
H 1.8229 -0.9414 6.4170 0.001 0.002 0.000
H 2.0484 -2.1194 4.3793 0.001 -0.002 -0.001
H 1.3867 -2.0816 1.9962 -0.008 0.011 0.016
H -0.2962 1.4478 4.9370 -0.005 -0.002 -0.001
Cl 3.7382 -0.5773 0.6241 -0.026 -0.018 0.021
C 3.0307 -0.8544 -0.9572 -0.009 -0.022 -0.049
Cl 1.5290 -1.8383 -0.8674 0.065 0.000 0.073
H 3.7271 -1.4175 -1.5659 -0.012 -0.017 -0.002
H 2.7702 0.1010 -1.3939 0.001 0.021 0.028
O 2.7636 2.8263 -1.4449 0.027 -0.009 0.028
C 1.8841 2.9761 -2.4628 -0.031 -0.016 -0.062
C 2.1523 3.8296 -3.5298 0.009 -0.004 0.018
C 1.2618 3.9380 -4.5800 -0.011 -0.005 -0.005
C 0.0862 3.1928 -4.5963 0.009 0.007 -0.001
C -0.1832 2.3474 -3.5425 -0.006 0.020 0.027
C 0.6964 2.2323 -2.4600 0.013 0.007 -0.017
C 0.3262 1.3271 -1.3686 0.005 -0.024 0.033
O -0.6655 0.5228 -1.4909 -0.004 0.022 -0.040
O 0.9446 1.2583 -0.2589 -0.083 -0.037 0.042
H 3.5141 3.4157 -1.5839 0.000 -0.001 0.003
H 3.0713 4.4046 -3.5301 0.000 0.001 -0.002
H 1.4896 4.6081 -5.3985 -0.001 0.001 0.001
H -0.6057 3.2780 -5.4218 0.001 0.001 0.000
H -1.0907 1.7601 -3.5231 0.000 -0.002 -0.003
N -5.7713 -4.9878 -0.0409 -0.001 -0.001 0.000
C -4.9094 -4.2335 0.0273 -0.002 0.002 0.001
C -3.8272 -3.2904 0.1168 0.000 -0.006 0.001
C -3.1108 -2.9297 -1.0179 0.007 0.010 0.011
C -2.0814 -2.0196 -0.8847 -0.042 -0.010 -0.001
N -1.7413 -1.4870 0.2970 0.036 0.043 -0.040
C -2.4365 -1.8344 1.3847 0.019 -0.026 0.054
C -3.4866 -2.7277 1.3415 -0.007 -0.007 0.005
H -3.3526 -3.3429 -1.9860 0.000 0.001 0.001
H -1.5140 -1.6832 -1.7414 0.016 0.002 0.000
H -2.1365 -1.3778 2.3185 -0.026 -0.016 -0.029
H -4.0288 -2.9800 2.2408 0.001 0.000 0.001
```
Positions in Å, forces in eV/Å.

2S+1: 2
Kohn-Sham gap (spin up / spin down), eV: 7.959 / 7.958
E_HOMO (spin up / spin down), eV: -11.386 / -11.383
LUMO (spin up / spin down), eV: -3.43 / -3.42
Net charge: +1


Number 1: DFT total energy -4001.32434 hartree. Number 2: DFT total energy -13034.47416 hartree. Number 3: DFT total energy -6075.28725 hartree.